{
  "formula": "C10H9F2HfN2O9",
  "method": "ωB97M-V/def2-TZVPD",
  "elements": ["Hf", "O", "C", "O", "C", "O", "C", "C", "O", "O", "H", "H", "H", "H", "H", "O", "C", "O", "C", "C", "N", "N", "C", "C", "O", "O", "H", "H", "H", "F", "C", "F", "H"],
  "positions_angstrom": [[-0.16299, -0.49179, 1.12525], [1.31131, 3.62222, 1.14926], [1.14344, 2.34232, 1.02755], [0.07111, 1.79949, 0.79025], [2.41487, 1.55908, 1.17743], [2.12156, 0.16440, 1.19564], [2.58983, -0.49180, 2.41668], [1.51744, -0.35713, 3.51283], [1.78245, -0.59741, 4.64799], [0.33730, 0.00528, 3.01467], [0.48443, 4.11787, 1.03342], [2.91310, 1.87888, 2.09381], [3.07303, 1.79285, 0.33813], [3.54139, -0.07548, 2.73563], [2.74463, -1.54263, 2.17815], [-4.18369, 0.23754, -3.29198], [-2.99387, 0.05324, -3.82363], [-2.79230, -0.02315, -5.00277], [-1.82646, -0.14041, -2.89208], [-0.55239, -0.37432, -3.36774], [0.26302, -0.50067, -2.31554], [-0.39626, -0.36078, -1.15983], [-1.68076, -0.14678, -1.50177], [-2.66725, -0.00830, -0.37528], [-3.84120, 0.14973, -0.57717], [-2.09760, -0.09333, 0.80876], [-4.17972, 0.22395, -2.31237], [-0.21366, -0.45842, -4.38779], [1.24329, -0.73301, -2.32701], [1.05665, -2.31550, 0.46340], [-0.11078, -2.69447, 1.35793], [-1.09180, -2.92281, 0.42428], [0.18186, -3.61866, 1.84391]],
  "forces_ev_per_a": [[0.200, 0.186, 0.225], [0.183, 0.156, -0.029], [-0.225, -0.134, -0.084], [0.112, 0.019, 0.084], [0.072, 0.092, 0.069], [0.106, -0.085, -0.017], [-0.103, 0.003, 0.021], [0.341, -0.010, 0.069], [-0.128, 0.055, 0.005], [-0.137, -0.191, -0.115], [-0.149, -0.021, -0.015], [0.010, -0.046, -0.001], [0.006, -0.027, -0.016], [-0.008, 0.062, -0.013], [-0.049, 0.003, -0.062], [-0.168, 0.123, -0.072], [0.213, -0.465, 0.007], [-0.052, 0.194, -0.017], [-0.163, 0.142, 0.160], [0.123, -0.043, -0.105], [0.025, -0.001, -0.091], [-0.337, -0.003, -0.021], [0.153, 0.026, 0.114], [-0.104, 0.039, -0.475], [0.068, 0.024, 0.081], [0.325, -0.088, 0.250], [0.026, 0.018, 0.070], [0.016, -0.006, 0.016], [0.018, 0.000, 0.038], [-0.089, 0.286, 0.065], [-0.344, 0.130, -0.109], [0.052, -0.425, -0.008], [0.008, -0.013, -0.024]],
  "e_tot_ev": -38662.6506,
  "e_lumo_ev": -3.8,
  "de_lowest_ev": 0.3466,
  "charge": 1,
  "orbital_gap_ev": 9.6,
  "multiplicity": 1,
  "e_homo_ev": -13.4
}